Formula: C16H32NO6
Source: the Open Molecules 2025 dataset
Level of theory: wB97M-V/def2-TZVPD

Results
LUMO level = -4.63 eV
ΔE to the lowest compared entry with this formula, charge and spin = 30.26 kcal per mole
HOMO level = -0.43056 Eh
molar mass = 334.4 g/mol
Kohn-Sham gap = 7.1 eV
net charge = +1

Last column: Löwdin charge in e.
Cartesian coordinates (Å):
C  -3.2289  2.7419  1.6315  0.0134
C  -2.2352  1.5631  1.8684  -0.1094
N  -1.8820  1.1899  3.1533  0.1260
C  -1.0164  0.1275  3.3893  0.0007
C  -0.4051  -0.6197  2.3140  0.0606
C  -0.7350  -0.2193  0.9313  0.0465
C  -0.1318  -0.8832  -0.3506  -0.4458
O  0.9673  -0.5179  -0.6647  0.1702
O  -0.7935  -1.7905  -1.1325  0.1064
C  -1.6897  0.8905  0.6857  -0.1546
O  -2.0151  1.2474  -0.6100  0.0671
H  -3.0674  3.1950  0.6135  0.1032
H  -4.2861  2.3965  1.7705  0.1112
H  -3.0264  3.5838  2.3595  0.0736
H  -2.2733  1.7170  3.9378  0.1848
H  -0.8102  -0.1244  4.4589  0.1483
H  0.3035  -1.4708  2.4713  0.1418
H  -1.1474  -2.5444  -0.6040  0.1152
H  -2.8533  0.7919  -0.8317  0.1529
C  -0.1745  -6.8857  -1.1986  -0.0565
C  -0.1326  -5.3794  -1.3930  -0.4814
C  1.2912  -4.8846  -1.5864  -0.0592
O  -0.7101  -4.7342  -0.2495  -0.0780
H  0.3892  -7.1791  -0.3078  0.0844
H  -1.2019  -7.2252  -1.0497  0.0821
H  0.2434  -7.4059  -2.0621  0.0876
H  -0.7379  -5.1042  -2.2595  0.1430
H  1.9048  -5.1097  -0.7086  0.0916
H  1.3065  -3.7998  -1.7131  0.0616
H  1.7539  -5.3441  -2.4607  0.0864
H  -0.1824  -4.9709  0.5233  0.0917
C  -2.0080  7.5253  3.8685  -0.0585
C  -2.2046  6.4391  2.8236  -0.5007
C  -2.3632  7.0317  1.4322  -0.0577
O  -3.3664  5.6680  3.1494  -0.0858
H  -2.8737  8.1930  3.9029  0.0866
H  -1.9062  7.0867  4.8635  0.0816
H  -1.1177  8.1202  3.6565  0.0862
H  -1.3500  5.7573  2.8373  0.1339
H  -3.2409  7.6828  1.3845  0.0874
H  -2.5144  6.2414  0.6927  0.0719
H  -1.4835  7.6119  1.1477  0.0867
H  -4.1283  6.2609  3.1405  0.0969
C  4.9799  -1.6557  -2.5432  -0.0632
C  4.7622  -2.7690  -3.5562  -0.4919
C  4.6038  -2.2134  -4.9628  -0.0629
O  3.5953  -3.5121  -3.2033  -0.0717
H  4.1231  -0.9750  -2.5229  0.0779
H  5.0814  -2.0679  -1.5367  0.0779
H  5.8775  -1.0791  -2.7767  0.0811
H  5.6063  -3.4614  -3.5281  0.1399
H  3.7344  -1.5514  -5.0240  0.0809
H  4.4375  -3.0220  -5.6777  0.0805
H  5.4901  -1.6535  -5.2687  0.0816
H  2.8418  -2.9092  -3.2251  0.0761

Formula: C16H32NO6
Source: the Open Molecules 2025 dataset
Level of theory: wB97M-V/def2-TZVPD

Results
LUMO level = -2.40 eV
ΔE to the lowest compared entry with this formula, charge and spin = 6.78 kcal per mole
HOMO level = -0.45087 Eh
molar mass = 334.4 g/mol
Kohn-Sham gap = 9.9 eV
net charge = +1

Last column: Löwdin charge in e.
Cartesian coordinates (Å):
C  -2.0790  -0.4379  3.1944  -0.0806
C  -1.9360  -1.9528  3.3752  -0.1281
C  -3.0217  -2.8672  2.7509  -0.3573
C  -2.4781  -3.9880  1.8496  -0.0844
C  -1.4089  -3.5947  0.8068  -0.0776
C  -1.6998  -2.3239  0.0595  -0.5119
O  -0.9789  -1.3449  0.0606  0.0720
O  -2.8520  -2.3657  -0.6389  0.1165
C  -4.2893  -2.1645  2.1990  -0.0646
O  -5.3367  -2.4805  3.1346  0.0680
C  -4.6997  -2.8989  4.2631  -0.5485
O  -5.0315  -2.6739  5.3824  0.1911
O  -3.6150  -3.6201  3.8747  0.0637
H  -1.8506  -0.1302  2.1722  0.0568
H  -3.0650  -0.0772  3.4907  0.0787
H  -1.3591  0.0597  3.8503  0.0818
H  -1.9328  -2.1673  4.4468  0.1328
H  -0.9577  -2.2646  3.0032  0.1079
H  -2.0156  -4.7064  2.5333  0.1368
H  -3.3190  -4.5058  1.3826  0.1349
H  -1.3578  -4.4001  0.0667  0.1363
H  -0.4354  -3.4798  1.2775  0.1188
H  -3.0802  -1.4565  -0.8932  0.1369
H  -4.2171  -1.0792  2.1581  0.1162
H  -4.6217  -2.5221  1.2246  0.1273
C  3.3979  4.0543  -1.2197  -0.0461
C  2.9503  3.1332  -2.3351  -0.1601
N  3.2258  1.6624  -2.1036  -0.2700
C  4.7059  1.4831  -1.9275  0.0106
C  2.8749  0.8828  -3.3547  -0.1527
C  1.4186  0.8593  -3.7892  -0.0414
C  2.5883  1.0923  -0.8514  -0.0646
C  1.1002  1.2585  -0.6285  -0.2048
O  0.7600  2.6223  -0.5339  -0.2020
C  -0.6326  2.8741  -0.7048  -0.0583
H  4.4820  4.0974  -1.1239  0.0818
H  3.0595  5.0604  -1.4624  0.1000
H  2.9604  3.7906  -0.2601  0.0803
H  3.4760  3.3776  -3.2596  0.1377
H  1.8876  3.2388  -2.5141  0.1106
H  5.2133  1.9334  -2.7764  0.1192
H  4.9217  0.4191  -1.8802  0.1143
H  5.0195  1.9584  -1.0050  0.1049
H  3.2323  -0.1320  -3.1857  0.1340
H  3.4876  1.3274  -4.1377  0.1314
H  0.8491  0.0938  -3.2688  0.0774
H  1.3909  0.6012  -4.8471  0.0965
H  0.9147  1.8169  -3.6770  0.0807
H  3.1213  1.5477  -0.0192  0.1356
H  2.8258  0.0284  -0.8666  0.1480
H  0.8848  0.7591  0.3238  0.1379
H  0.5039  0.7476  -1.3832  0.0991
H  -1.2274  1.9850  -0.4889  0.0884
H  -0.8339  3.2042  -1.7280  0.0911
H  -0.9200  3.6654  -0.0163  0.0969

Formula: C16H32O32S8
Source: the Open Molecules 2025 dataset
Level of theory: wB97M-V/def2-TZVPD

Results
LUMO level = -0.79 eV
ΔE to the lowest compared entry with this formula, charge and spin = 1094.73 kcal per mole
HOMO level = -0.31441 Eh
molar mass = 992.9 g/mol
Kohn-Sham gap = 7.8 eV
net charge = 0

Last column: Löwdin charge in e.
Cartesian coordinates (Å):
C  2.4220  -3.3816  2.5730  -0.1291
C  1.4041  -4.4388  2.1460  -0.1970
O  0.6126  -3.7308  1.2697  -0.2675
S  1.6083  -2.9558  0.1833  0.8286
O  0.9639  -1.7054  -0.2606  -0.3334
O  2.0742  -3.8681  -0.8669  -0.2104
O  2.7724  -2.7059  1.3138  -0.1700
H  3.2901  -3.8941  2.9876  0.1380
H  2.0259  -2.5933  3.2132  0.1061
H  0.8647  -4.7319  3.0466  0.1270
H  1.9075  -5.3007  1.7078  0.1434
C  -2.1306  -3.3025  4.1699  -0.1312
C  -1.8029  -3.9744  2.9244  -0.1950
O  -1.6537  -3.0008  1.9573  -0.3407
S  -0.9671  -1.6012  2.6103  0.9472
O  -1.4749  -0.4260  1.8749  -0.3791
O  0.4200  -1.9013  2.8590  -0.2239
O  -1.8172  -1.8742  3.9963  -0.1962
H  -1.6431  -3.9257  4.9196  0.1493
H  -3.2065  -3.3164  4.3441  0.1304
H  -2.6642  -4.5922  2.6703  0.1660
H  -1.0610  -4.7633  3.0485  0.1258
C  -3.8596  -1.4311  2.6627  -0.1640
C  -3.4432  -1.6030  1.1824  -0.2479
O  -4.5914  -1.3627  0.4166  -0.1947
S  -5.9792  -1.6163  1.3067  0.8239
O  -6.2436  -3.0948  1.3054  -0.2721
O  -7.0738  -0.6543  1.0257  -0.2494
O  -5.2301  -1.2106  2.7149  -0.1656
H  -3.2389  -0.7213  3.2096  0.1312
H  -3.7016  -2.3289  3.2603  0.0877
H  -3.1075  -2.6336  1.0670  0.1350
H  -2.7347  -0.8247  0.8987  0.0837
C  1.5051  4.9699  -1.0444  -0.1254
C  2.6571  5.3192  -2.0905  -0.1480
O  3.3890  6.2395  -1.3528  -0.2058
S  3.4143  5.8759  0.3172  0.8056
O  2.8726  6.9795  1.1549  -0.2664
O  4.6516  5.1521  0.7025  -0.2495
O  2.3165  4.6911  0.1314  -0.2381
H  0.9863  4.0494  -1.3120  0.0402
H  0.7086  5.6540  -0.7519  0.1437
H  2.4301  5.8921  -2.9896  0.1340
H  3.2904  4.5448  -2.5234  0.1109
C  -2.8490  -1.6970  -2.9240  -0.0778
C  -3.3098  -0.6717  -1.9009  -0.0893
O  -2.9761  -1.3212  -0.6498  -0.3765
S  -1.4913  -2.1492  -0.7678  0.9759
O  -1.2482  -3.1751  0.2680  -0.2266
O  -0.4072  -1.1363  -1.0042  -0.2822
O  -2.0933  -2.7532  -2.1882  -0.1835
H  -2.1061  -1.2921  -3.6112  0.1332
H  -3.7448  -2.1489  -3.3500  0.1376
H  -4.3903  -0.6632  -1.7572  0.1467
H  -2.8574  0.3050  -2.0724  0.1006
C  -0.9778  0.5651  0.6213  -0.1781
C  0.2326  0.0550  1.4235  -0.3194
O  1.2183  0.9263  1.1147  -0.0634
S  1.1493  1.6002  -0.4506  1.0943
O  2.0277  0.7965  -1.3704  -0.3197
O  1.1956  3.1127  -0.4393  -0.3021
O  -0.4116  1.0644  -0.6273  -0.3316
H  -1.4464  1.4025  1.1383  0.1882
H  -1.7687  -0.1823  0.5567  0.0763
H  0.4311  -0.9757  1.1295  0.0750
H  0.1086  0.0940  2.5057  0.1423
C  3.3787  2.4314  -1.5325  -0.3047
C  3.5588  0.9165  -1.5300  -0.3414
O  4.9834  0.9036  -1.3248  -0.1887
S  5.5017  1.9501  -0.1666  0.7298
O  6.8097  2.3673  -0.5061  -0.2235
O  5.1828  1.5238  1.2042  -0.2656
O  4.3230  3.0148  -0.7145  -0.1948
H  2.4131  2.7503  -1.1400  0.0246
H  3.4477  2.8161  -2.5500  0.1093
H  3.4538  0.4484  -2.5087  0.1702
H  3.0842  0.3172  -0.7531  0.1240
C  -1.0452  2.3777  -3.6108  -0.2051
C  -0.8065  1.4582  -2.4188  -0.2321
O  0.2628  0.5754  -2.7543  -0.1924
S  1.2716  1.3309  -3.7778  0.8550
O  1.6539  0.4380  -4.8796  -0.2053
O  2.2989  2.0712  -3.0600  -0.3073
O  0.0427  2.2656  -4.3584  -0.1677
H  -1.1154  3.4361  -3.3595  0.1399
H  -1.8102  2.0283  -4.3041  0.1364
H  -1.6580  0.8983  -2.0320  0.1019
H  -0.4787  2.0227  -1.5459  0.0599

What did the first record say?
Formula: C16H32NO6
Source: the Open Molecules 2025 dataset
Level of theory: wB97M-V/def2-TZVPD

Results
LUMO level = -4.63 eV
ΔE to the lowest compared entry with this formula, charge and spin = 30.26 kcal per mole
HOMO level = -0.43056 Eh
molar mass = 334.4 g/mol
Kohn-Sham gap = 7.1 eV
net charge = +1

Last column: Löwdin charge in e.
Cartesian coordinates (Å):
C  -3.2289  2.7419  1.6315  0.0134
C  -2.2352  1.5631  1.8684  -0.1094
N  -1.8820  1.1899  3.1533  0.1260
C  -1.0164  0.1275  3.3893  0.0007
C  -0.4051  -0.6197  2.3140  0.0606
C  -0.7350  -0.2193  0.9313  0.0465
C  -0.1318  -0.8832  -0.3506  -0.4458
O  0.9673  -0.5179  -0.6647  0.1702
O  -0.7935  -1.7905  -1.1325  0.1064
C  -1.6897  0.8905  0.6857  -0.1546
O  -2.0151  1.2474  -0.6100  0.0671
H  -3.0674  3.1950  0.6135  0.1032
H  -4.2861  2.3965  1.7705  0.1112
H  -3.0264  3.5838  2.3595  0.0736
H  -2.2733  1.7170  3.9378  0.1848
H  -0.8102  -0.1244  4.4589  0.1483
H  0.3035  -1.4708  2.4713  0.1418
H  -1.1474  -2.5444  -0.6040  0.1152
H  -2.8533  0.7919  -0.8317  0.1529
C  -0.1745  -6.8857  -1.1986  -0.0565
C  -0.1326  -5.3794  -1.3930  -0.4814
C  1.2912  -4.8846  -1.5864  -0.0592
O  -0.7101  -4.7342  -0.2495  -0.0780
H  0.3892  -7.1791  -0.3078  0.0844
H  -1.2019  -7.2252  -1.0497  0.0821
H  0.2434  -7.4059  -2.0621  0.0876
H  -0.7379  -5.1042  -2.2595  0.1430
H  1.9048  -5.1097  -0.7086  0.0916
H  1.3065  -3.7998  -1.7131  0.0616
H  1.7539  -5.3441  -2.4607  0.0864
H  -0.1824  -4.9709  0.5233  0.0917
C  -2.0080  7.5253  3.8685  -0.0585
C  -2.2046  6.4391  2.8236  -0.5007
C  -2.3632  7.0317  1.4322  -0.0577
O  -3.3664  5.6680  3.1494  -0.0858
H  -2.8737  8.1930  3.9029  0.0866
H  -1.9062  7.0867  4.8635  0.0816
H  -1.1177  8.1202  3.6565  0.0862
H  -1.3500  5.7573  2.8373  0.1339
H  -3.2409  7.6828  1.3845  0.0874
H  -2.5144  6.2414  0.6927  0.0719
H  -1.4835  7.6119  1.1477  0.0867
H  -4.1283  6.2609  3.1405  0.0969
C  4.9799  -1.6557  -2.5432  -0.0632
C  4.7622  -2.7690  -3.5562  -0.4919
C  4.6038  -2.2134  -4.9628  -0.0629
O  3.5953  -3.5121  -3.2033  -0.0717
H  4.1231  -0.9750  -2.5229  0.0779
H  5.0814  -2.0679  -1.5367  0.0779
H  5.8775  -1.0791  -2.7767  0.0811
H  5.6063  -3.4614  -3.5281  0.1399
H  3.7344  -1.5514  -5.0240  0.0809
H  4.4375  -3.0220  -5.6777  0.0805
H  5.4901  -1.6535  -5.2687  0.0816
H  2.8418  -2.9092  -3.2251  0.0761

Question: What is the net charge in the second record?
Answer: +1